1.
{
  "formula": "C21H45BN3O2S3",
  "method": "wB97M-V/def2-TZVPD",
  "elements": ["S", "S", "S", "O", "O", "N", "N", "N", "C", "C", "C", "C", "C", "C", "C", "C", "C", "C", "C", "C", "C", "C", "C", "C", "C", "C", "C", "C", "C", "B", "H", "H", "H", "H", "H", "H", "H", "H", "H", "H", "H", "H", "H", "H", "H", "H", "H", "H", "H", "H", "H", "H", "H", "H", "H", "H", "H", "H", "H", "H", "H", "H", "H", "H", "H", "H", "H", "H", "H", "H", "H", "H", "H", "H", "H"],
  "xyz": [[5.0978, -3.2541, -2.6460], [1.7398, 2.3999, -1.5541], [3.7713, 1.1137, 0.3453], [6.1266, -3.5670, -4.0124], [4.4627, -6.0667, -2.6487], [1.6350, -0.3376, -1.2439], [5.1774, -5.2268, -0.3322], [0.8171, -2.2551, -2.7855], [-3.4456, 3.0628, -1.3171], [-3.8167, 4.5452, -1.2222], [-3.0262, -0.7610, 4.2204], [-4.9711, 5.1161, -4.0775], [4.5900, -6.6204, -0.0241], [1.6522, -0.9776, -2.6402], [-1.4357, 1.2685, 4.4243], [-4.2203, 2.1915, -0.3387], [-1.9252, 1.9661, 3.1524], [4.3676, -4.3060, 0.5896], [2.3416, 0.9427, -0.8524], [-5.7340, 4.4312, -2.9546], [-3.9807, -0.3229, 5.3198], [0.7289, -1.2373, -0.3817], [5.1710, -1.1926, -0.5165], [5.2667, 0.4559, -0.6447], [6.0567, -2.0059, -1.6329], [-5.2767, 4.8707, -1.5616], [0.2192, -2.4469, -1.3879], [-1.1568, 1.5434, 1.9084], [-1.5962, -0.2570, 4.4293], [4.9289, -4.9195, -1.7969], [4.0186, -1.4875, -0.5161], [5.1448, 0.8374, -1.7577], [-3.4091, -0.4373, 3.2465], [2.2738, -0.4203, -3.4615], [-5.3536, 4.7880, -5.0481], [6.2633, 0.8753, -0.1409], [-3.9034, 4.8781, -4.0453], [-4.9790, -0.7305, 5.1371], [-3.0075, -1.8567, 4.1914], [-5.9359, 4.4146, -0.8145], [-1.8077, 3.0486, 3.2835], [-0.0906, 1.7620, 2.0176], [-1.9644, 1.6943, 5.2845], [-5.4186, 5.9558, -1.4661], [-6.7988, 4.6685, -3.0616], [6.4697, -1.1834, -2.3925], [-4.0719, 0.7667, 5.3661], [-2.9956, 1.7883, 2.9983], [-0.9524, -0.6946, 3.6581], [-5.2949, 2.2241, -0.5320], [-3.1524, 5.1167, -1.8802], [-2.3749, 2.9590, -1.1039], [5.1552, -7.4873, -0.5702], [4.6347, -6.8546, 1.1447], [-5.6522, 3.3440, -3.0604], [-3.8990, 1.1485, -0.4288], [-1.2202, -0.6395, 5.3880], [-0.3760, 1.5060, 4.5767], [0.4840, -1.0451, 0.7480], [6.9907, -2.4876, -1.1117], [-4.0430, 2.5127, 0.6918], [5.0862, -3.5539, 1.1393], [5.5687, -3.6349, -4.8460], [3.7384, -4.8826, 1.3917], [3.9170, -5.7189, -3.4169], [3.6252, -3.7105, -0.1137], [-0.5218, -3.3024, -1.0670], [-1.2728, 0.4765, 1.7049], [-3.6097, 4.9008, -0.2057], [-3.6398, -0.6820, 6.2958], [-3.5950, 2.6888, -2.3364], [-5.0839, 6.2030, -4.0169], [3.4463, -6.5378, -0.2849], [5.5696, -1.4534, 0.5630], [-1.5272, 2.0895, 1.0344]],
  "lowdin_charge": [1.17, 0.67, 0.77, -0.29, 0.03, -0.20, -0.13, -0.02, -0.27, -0.23, -0.27, -0.12, -0.10, -0.10, -0.22, -0.11, -0.26, -0.09, -0.96, -0.27, -0.11, -0.01, -0.29, -0.43, -0.31, -0.23, -0.09, -0.11, -0.23, -0.57, 0.09, 0.10, 0.10, 0.12, 0.07, 0.12, 0.06, 0.07, 0.10, 0.10, 0.11, 0.07, 0.10, 0.11, 0.11, 0.13, 0.07, 0.10, 0.09, 0.07, 0.10, 0.09, 0.12, 0.12, 0.10, 0.07, 0.11, 0.11, 0.10, 0.13, 0.06, 0.10, 0.11, 0.12, 0.12, 0.09, 0.10, 0.05, 0.11, 0.08, 0.10, 0.08, 0.12, 0.12, 0.05],
  "total_energy_ev": -64239.503,
  "homo_energy_ev": -11.11,
  "lumo_ev": -5.040,
  "molar_mass_g_mol": 478.62,
  "charge": 1
}

2.
{
  "formula": "C21H45GeN7O4Sn",
  "method": "wB97M-V/def2-TZVPD",
  "elements": ["Sn", "Ge", "O", "O", "O", "O", "N", "N", "N", "N", "N", "N", "N", "C", "C", "C", "C", "C", "C", "C", "C", "C", "C", "C", "C", "C", "C", "C", "C", "C", "C", "C", "C", "C", "H", "H", "H", "H", "H", "H", "H", "H", "H", "H", "H", "H", "H", "H", "H", "H", "H", "H", "H", "H", "H", "H", "H", "H", "H", "H", "H", "H", "H", "H", "H", "H", "H", "H", "H", "H", "H", "H", "H", "H", "H", "H", "H", "H", "H"],
  "xyz": [[0.0225, -0.0261, -0.1912], [-2.6035, 2.2571, -1.6826], [2.0042, 0.7323, -1.6237], [3.4231, 0.8317, -3.2726], [0.3316, -3.6406, -0.0712], [1.1381, -5.4027, -1.1930], [-0.2079, 2.5202, 0.9461], [2.0496, -2.0424, -1.6634], [-1.3464, -1.8971, -1.4176], [-0.4351, -1.7016, 2.7195], [2.6826, 1.3760, 1.5916], [-0.0613, 0.7491, 4.8250], [-2.5529, -0.8001, 1.0024], [-3.1968, -1.8275, 0.1779], [-2.8002, -1.6564, -1.2713], [3.3396, -4.0297, -2.0156], [0.5162, 1.5161, 3.6940], [4.1713, -1.9282, -2.7580], [4.3419, -3.2946, -2.6213], [-3.7693, 1.8550, -3.2090], [2.2164, -3.3548, -1.5455], [3.0054, -1.3453, -2.2713], [2.7619, 0.1393, -2.3628], [1.1240, -4.1205, -0.8488], [-1.8552, -2.0667, 2.9724], [-0.2300, 2.8108, 3.4076], [1.7657, 3.6025, 2.1314], [-2.7658, -0.9707, 2.4388], [2.5991, 2.4157, 2.6245], [-0.9313, 1.1828, -1.8094], [1.9912, 1.8298, 3.9069], [-3.7031, 1.9452, -0.0570], [0.2458, 3.3855, 2.0723], [-2.1005, 4.1543, -1.6924], [-4.1857, 0.8478, -3.1548], [1.9396, 4.4313, 2.8196], [-2.9984, 4.7676, -1.7826], [-0.9491, 1.1523, 5.1046], [-0.1662, -0.8312, 3.3032], [-3.2329, 1.9564, -4.1524], [3.4162, -5.1016, -1.9073], [-1.5799, 4.4544, -0.7805], [-3.1595, 2.0326, 0.8888], [4.9565, -1.3385, -3.2142], [0.4458, 0.8979, 2.7950], [-4.2894, -1.7984, 0.2733], [0.4473, -5.8987, -0.7324], [0.1602, 2.9226, 0.0850], [-1.4553, 4.3739, -2.5437], [-0.1706, 1.9158, -2.0944], [-4.5998, 2.5626, -3.2136], [-3.3917, -2.3432, -1.8810], [-3.8016, -1.2317, 2.6840], [-4.2149, 0.9788, -0.0829], [2.0951, 2.5572, 4.7184], [-1.0980, -1.8033, -2.3983], [-1.3148, 2.6518, 3.3814], [-0.3047, -1.5010, 1.7191], [-0.2095, 4.3714, 1.9404], [-2.8629, -2.8157, 0.5066], [-1.0597, 0.5422, -2.6894], [-0.0188, 3.5392, 4.1954], [2.1293, 3.9227, 1.1487], [-1.1432, -2.8572, -1.1563], [2.5413, 0.9259, 4.1890], [-2.5295, -0.0254, 2.9325], [3.4281, 0.7261, 1.8196], [0.5417, 0.7915, 5.6394], [-2.9499, 0.0950, 0.7279], [3.9471, 0.2966, -3.8801], [-1.2155, 2.6412, 0.8702], [3.5975, 2.7949, 2.8653], [-2.0141, -2.1962, 4.0413], [0.1941, -2.4693, 2.9457], [-3.0168, -0.6372, -1.5975], [-2.0716, -3.0119, 2.4788], [5.2400, -3.7766, -2.9827], [-4.4802, 2.7116, -0.0482], [2.9401, 1.8058, 0.7092]],
  "lowdin_charge": [1.28, 0.75, -0.04, 0.19, 0.05, 0.16, 0.01, 0.17, -0.05, 0.16, 0.04, 0.05, -0.11, -0.20, -0.22, 0.04, -0.42, 0.03, 0.01, -0.21, -0.16, -0.17, -0.43, -0.45, -0.14, -0.11, -0.10, -0.18, -0.37, -0.48, -0.11, -0.21, -0.34, -0.21, 0.01, 0.13, 0.03, 0.08, 0.13, 0.03, 0.13, 0.01, 0.01, 0.13, 0.06, 0.14, 0.15, 0.07, 0.03, -0.02, 0.03, 0.13, 0.14, 0.02, 0.13, 0.09, 0.12, -0.04, 0.14, 0.12, -0.01, 0.14, 0.12, 0.05, 0.12, 0.12, 0.09, 0.08, 0.03, 0.12, 0.03, 0.14, 0.14, 0.16, 0.08, 0.12, 0.13, 0.04, 0.06],
  "total_energy_ev": -103464.072,
  "homo_energy_ev": -13.11,
  "lumo_ev": -5.427,
  "molar_mass_g_mol": 650.96,
  "charge": 2,
  "de_lowest_kcal_mol": 0.0
}

3.
{
  "formula": "C21H45IrN2OP3S",
  "method": "wB97M-V/def2-TZVPD",
  "elements": ["Ir", "S", "P", "P", "P", "O", "N", "N", "C", "C", "C", "C", "C", "C", "C", "C", "C", "C", "C", "C", "C", "C", "C", "C", "C", "C", "C", "C", "C", "H", "H", "H", "H", "H", "H", "H", "H", "H", "H", "H", "H", "H", "H", "H", "H", "H", "H", "H", "H", "H", "H", "H", "H", "H", "H", "H", "H", "H", "H", "H", "H", "H", "H", "H", "H", "H", "H", "H", "H", "H", "H", "H", "H", "H"],
  "xyz": [[0.1776, -0.4303, 0.0635], [-1.1991, 1.4981, 1.0774], [1.4831, -1.7619, -1.3709], [-1.4972, -2.0622, 0.4669], [1.3294, -1.0687, 1.7745], [-0.9805, 0.4643, -1.3693], [-0.0160, 2.2865, 3.3281], [-2.2296, 1.5629, 3.4970], [-1.7104, 3.5123, -6.0570], [1.1841, 2.5515, -3.3169], [-1.2752, 1.2318, -3.5284], [-2.0419, 1.4573, 4.9633], [-1.1527, -3.5250, 1.5130], [1.6008, -3.6091, -1.2287], [-2.0745, -2.6608, -1.1397], [0.0140, 2.8785, 4.6709], [2.0826, -2.7343, 2.0119], [0.9456, -1.5957, -3.1052], [0.5624, -0.9414, 3.4280], [0.7943, 2.0178, -4.5671], [-1.1206, 1.7766, 2.7450], [3.2328, -1.2230, -1.3694], [-0.6172, 4.3000, -6.0330], [2.7924, 0.0226, 1.8960], [-0.6353, 1.3482, -2.2725], [0.4426, 2.2655, -2.1613], [-2.9669, -1.3167, 1.2431], [-1.2910, 2.6946, 5.3968], [-0.4901, 1.4240, -4.6625], [-1.6630, 2.6092, -6.6894], [2.4996, -3.8852, -0.6566], [0.6316, 0.0801, 3.8184], [2.4712, 1.0694, 1.9796], [1.2620, -0.6211, -3.4993], [3.1728, -2.6457, 2.0719], [-0.8874, -3.2190, 2.5340], [-1.4021, -3.4122, -1.5654], [-3.0688, -3.1020, -1.0130], [1.8369, -3.4495, 1.2267], [1.4145, 2.1903, -5.4763], [-3.8227, -1.9902, 1.0932], [1.1079, -1.6069, 4.1121], [0.7157, 2.5779, -1.1425], [-3.0337, 1.4922, 5.4267], [-0.3394, -4.1323, 1.0987], [2.0404, 3.2195, -3.2437], [-0.1482, -1.6763, -3.1738], [-2.2623, 0.7664, -3.5776], [3.7920, -1.6992, -0.5515], [-3.1779, -0.3427, 0.7796], [-2.8135, -1.1695, 2.3221], [-2.6676, 3.7216, -5.5657], [0.8664, 2.4344, 5.1996], [3.4199, -0.0714, 1.0007], [3.3660, -0.2717, 2.7858], [-1.5233, 0.5145, 5.2361], [1.7266, -3.1714, 2.9526], [0.2440, 4.0403, -6.6844], [0.7931, 2.4375, 2.7060], [-0.4886, -1.2471, 3.4292], [-1.1106, 2.7124, 6.4751], [3.2738, -0.1344, -1.2492], [1.3578, 0.6194, -0.5381], [0.1679, 3.9538, 4.5679], [3.6966, -1.4941, -2.3288], [-2.9475, 0.9549, 3.0995], [-2.1418, -1.8106, -1.8275], [1.4048, -2.4016, -3.6974], [-1.9189, 3.5613, 5.1769], [0.7040, -4.0470, -0.7644], [-0.9936, 1.2264, -5.6160], [-2.0605, -4.1463, 1.5647], [1.6989, -4.0167, -2.2488], [-0.5366, 5.2194, -5.4411]],
  "mulliken_spin": [0.87, 0.48, 0.17, 0.11, 0.14, 0.32, 0.04, 0.04, 0.29, -0.08, 0.30, 0.00, -0.01, 0.02, -0.01, 0.00, 0.00, 0.03, 0.01, 0.27, 0.05, 0.02, 0.33, 0.00, 0.12, 0.19, 0.02, 0.00, 0.06, 0.02, 0.00, 0.00, 0.00, 0.00, 0.00, 0.00, 0.00, 0.00, 0.00, -0.03, 0.01, 0.00, 0.00, 0.00, 0.00, 0.00, 0.00, 0.00, 0.00, 0.00, 0.00, 0.01, 0.00, -0.01, 0.00, 0.00, 0.00, 0.02, 0.00, 0.00, 0.00, 0.00, 0.16, 0.00, 0.00, 0.00, 0.00, 0.00, 0.00, 0.00, 0.01, 0.00, 0.00, 0.02],
  "total_energy_ev": -69046.475,
  "spin_multiplicity": 5,
  "homo_energy_ev": [-13.03, -16.98],
  "lumo_ev": [-8.367, -13.013],
  "molar_mass_g_mol": 658.81,
  "charge": 3,
  "de_lowest_kcal_mol": 53.8
}